The following is a quantum chemistry calculation of one molecule with the formula C27H31N3O3, from OMol25.

Structure (XYZ):
```
64
Properties=species:S:1:pos:R:3:forces:R:3
C -8.05984 0.92769 2.43871 0.2 -0.1 0.3
C -7.39084 0.06092 3.50222 -0.2 -0.1 -0.4
O -6.80424 0.82226 4.53657 0.2 0.2 0.2
C -5.62462 1.47100 4.32232 0.1 0.2 0.2
C -5.18984 2.27858 5.37381 -0.2 -0.1 -0.1
C -3.99807 2.96660 5.27521 -0.1 0.0 0.0
C -3.22370 2.86728 4.13253 0.0 0.0 -0.1
C -3.64219 2.06301 3.08276 -0.1 0.1 0.1
C -2.79623 1.96372 1.84106 0.1 0.1 -0.1
N -1.39760 1.77330 2.18070 -0.1 0.0 -0.1
C -0.51920 1.94998 1.04184 0.2 0.2 -0.1
C 0.93557 1.94947 1.50278 -0.1 -0.4 -0.2
C 1.26972 0.63161 2.20937 0.2 0.5 0.5
O 1.18124 -0.47439 1.32319 -0.1 -0.2 -0.1
C 2.17016 -0.72049 0.43102 0.1 -0.2 -0.3
C 3.36220 -0.01006 0.31140 -0.2 0.1 0.3
C 4.29455 -0.38798 -0.63515 0.1 -0.2 -0.2
C 4.06670 -1.45605 -1.49547 0.0 0.2 0.3
C 5.12771 -1.79099 -2.48270 0.0 -0.2 -0.1
O 6.29267 -1.46710 -2.32704 0.1 0.2 0.1
N 4.71524 -2.50683 -3.55841 -0.1 -0.2 -0.3
C 5.60228 -2.77451 -4.66124 0.3 -0.1 0.3
C 4.93738 -2.48967 -5.98028 0.1 0.0 -0.1
C 5.67123 -2.45969 -7.16355 -0.2 0.0 0.0
C 5.00657 -2.20943 -8.35020 0.0 0.0 0.1
C 3.63513 -1.99888 -8.31993 0.0 0.0 0.1
C 2.99606 -2.05273 -7.09336 -0.2 0.1 -0.4
N 3.62587 -2.29273 -5.95564 0.0 -0.1 0.4
C 2.87681 -2.17114 -1.36750 0.1 0.1 0.0
C 1.94787 -1.81009 -0.41793 -0.2 0.1 0.2
C 0.25437 0.39382 3.32783 0.0 -0.2 -0.4
C -1.16892 0.47504 2.78825 0.1 -0.1 0.3
C -4.83910 1.36635 3.17955 -0.2 -0.1 -0.1
H -8.53983 0.29444 1.69744 -0.1 0.0 -0.1
H -7.33163 1.56498 1.94290 0.0 0.0 -0.1
H -8.81095 1.56256 2.90184 -0.1 0.1 0.0
H -6.65355 -0.61376 3.04918 -0.1 0.0 0.1
H -8.14430 -0.54841 4.00979 0.2 0.0 -0.1
H -5.80598 2.34438 6.25647 -0.1 0.0 0.1
H -3.67243 3.58824 6.09610 0.0 0.1 0.1
H -2.28883 3.39730 4.04551 0.1 0.1 0.0
H -2.87709 2.90552 1.28655 0.0 -0.1 0.0
H -3.17464 1.15642 1.18683 0.0 0.1 0.0
H -0.74815 2.90888 0.56904 0.0 -0.1 0.0
H -0.66129 1.15200 0.28976 0.0 0.1 0.0
H 1.09234 2.76800 2.20579 0.0 0.1 0.0
H 1.58686 2.09519 0.63946 0.1 0.0 0.0
H 2.27924 0.67607 2.64307 -0.1 0.0 -0.1
H 3.57992 0.83018 0.95175 0.0 0.1 0.1
H 5.22643 0.15000 -0.72424 0.1 0.0 0.0
H 3.73557 -2.55918 -3.79739 0.0 0.1 0.1
H 6.49950 -2.15864 -4.53171 -0.1 -0.1 -0.1
H 5.91839 -3.82817 -4.64411 0.1 0.2 -0.1
H 6.73727 -2.62619 -7.14377 0.1 0.0 0.0
H 5.54715 -2.17603 -9.28504 0.0 0.0 -0.1
H 3.08030 -1.79840 -9.22280 -0.1 0.0 -0.1
H 1.92821 -1.89778 -7.00725 -0.1 0.0 -0.1
H 2.68187 -3.03189 -1.98982 0.0 -0.1 -0.1
H 1.02875 -2.36348 -0.30203 -0.1 -0.1 0.0
H 0.39471 1.15687 4.09339 0.0 0.0 0.0
H 0.42318 -0.58847 3.76998 0.1 0.0 0.1
H -1.87925 0.34987 3.60862 0.0 -0.1 -0.1
H -1.32645 -0.34061 2.06037 -0.1 0.0 0.0
H -5.14022 0.74222 2.35160 -0.1 -0.1 -0.1
```
Positions in Å, forces in eV/Å.

- Frontier orbital gap: 0.3350 Eh
- ΔE to the lowest compared entry with this formula, charge and spin: 55.3 kcal/mol
- SMILES: CCOc1cccc(CN2CCC(Oc3ccc(C(=O)NCc4ccccn4)cc3)CC2)c1

Okay, here come the natural (NBO) numbers, in e, for every atom: C -0.638; C -0.061; O -0.495; C 0.318; C -0.269; C -0.180; C -0.278; C 0.092; C -0.251; N -0.445; C -0.218; C -0.435; C 0.100; O -0.526; C 0.411; C -0.338; C -0.129; C -0.181; C 0.665; O -0.634; N -0.613; C -0.262; C 0.213; C -0.246; C -0.158; C -0.268; C 0.052; N -0.461; C -0.160; C -0.290; C -0.415; C -0.232; C -0.343; H 0.214; H 0.212; H 0.215; H 0.168; H 0.193; H 0.222; H 0.213; H 0.224; H 0.209; H 0.167; H 0.202; H 0.170; H 0.216; H 0.218; H 0.184; H 0.219; H 0.236; H 0.422; H 0.247; H 0.206; H 0.220; H 0.219; H 0.222; H 0.194; H 0.213; H 0.222; H 0.215; H 0.219; H 0.216; H 0.172; H 0.210

***

The following is a quantum chemistry calculation of C33H31AlClN5O6P2Se2 as an isolated structure in a non-equilibrium geometry, from OMol25.

Structure (XYZ):
```
81
Properties=species:S:1:pos:R:3:forces:R:3
Al -0.75307 0.34313 0.01791 -0.4 0.2 -0.4
O 0.51606 -2.04785 2.46008 1.0 -1.2 0.5
Cl -0.32498 -1.01401 2.07866 0.8 -1.4 1.7
O -1.12594 -0.54426 3.10532 -1.1 0.6 1.4
O 0.47432 0.08629 1.53616 0.4 1.2 -1.2
O -1.12635 -1.41450 0.94780 -1.0 0.1 -1.5
Se -0.32300 -0.05126 -6.33707 -0.1 0.0 -0.1
P -0.70415 -1.76406 -5.18480 -0.1 -0.1 -0.5
C -2.46299 -2.22533 -5.27034 0.3 0.1 -0.1
C -2.93935 -3.47173 -5.65793 0.1 0.0 0.1
C -4.30852 -3.68355 -5.71809 -0.1 -0.1 0.0
C -5.19074 -2.66232 -5.40659 0.0 -0.1 0.0
C -4.71220 -1.40928 -5.05699 0.1 0.0 0.0
C -3.35046 -1.18778 -5.00155 -0.2 0.0 -0.1
C 0.23391 -3.26090 -5.62164 -0.3 0.3 0.2
C 0.97631 -3.28244 -6.79450 -0.1 0.1 0.0
C 1.55600 -4.46365 -7.22274 0.0 -0.1 0.0
C 1.37549 -5.62707 -6.49046 -0.1 0.0 0.0
C 0.64407 -5.60146 -5.31179 -0.1 -0.1 0.0
C 0.07998 -4.42021 -4.86605 0.0 0.1 -0.2
C -0.44951 -1.41840 -3.43106 0.2 0.0 0.2
C 0.65086 -1.18243 -2.58567 0.0 -0.1 -0.1
N 0.13397 -0.67398 -1.46131 0.5 -0.4 -0.1
N -1.18566 -0.60465 -1.61824 0.5 0.1 0.0
N -1.54834 -1.03532 -2.77233 -0.9 -0.1 -0.5
P 2.43584 -1.25580 -2.85813 0.1 0.0 -0.2
Se 3.57326 -0.55422 -1.24146 0.1 0.0 0.3
C 2.64028 -0.21508 -4.33037 0.2 -0.2 0.2
C 2.48574 1.14999 -4.10836 0.0 0.0 0.0
C 2.65783 2.04501 -5.14539 -0.1 0.0 0.1
C 2.98968 1.57433 -6.40665 0.0 -0.1 -0.1
C 3.13116 0.21486 -6.62707 0.1 0.1 -0.1
C 2.95345 -0.68976 -5.59479 0.0 0.0 0.2
C 2.87948 -2.97225 -3.22332 -0.1 0.2 0.1
C 2.16173 -3.99919 -2.62210 0.0 0.1 0.0
C 2.60852 -5.30498 -2.72834 0.1 0.0 0.1
C 3.76418 -5.58758 -3.44095 -0.1 0.0 0.1
C 4.48828 -4.55996 -4.02607 0.1 0.0 0.0
C 4.06371 -3.24906 -3.90071 -0.1 0.0 0.0
H -2.26226 -4.27208 -5.92930 0.0 0.0 0.1
H -4.68711 -4.65292 -6.01378 0.0 0.0 0.0
H -6.25509 -2.83846 -5.45187 -0.1 0.0 0.0
H -5.39672 -0.60578 -4.83525 -0.1 0.1 0.0
H -2.96157 -0.20804 -4.76719 -0.1 0.0 0.0
H 1.07241 -2.36686 -7.36353 0.0 0.0 -0.1
H 2.12428 -4.48883 -8.14118 0.0 0.0 -0.1
H 1.79028 -6.56136 -6.84318 0.1 0.0 0.0
H 0.49176 -6.51169 -4.74917 0.1 0.0 0.1
H -0.49315 -4.40003 -3.94759 -0.1 0.0 0.0
H 2.23192 1.49015 -3.11086 0.0 0.1 0.0
H 2.52587 3.10516 -4.97521 0.0 0.0 0.0
H 3.12320 2.27096 -7.22088 0.0 0.0 -0.1
H 3.35790 -0.14914 -7.61632 0.1 0.0 -0.1
H 3.03402 -1.75198 -5.77695 0.0 0.0 0.0
H 1.26121 -3.76329 -2.06853 0.0 -0.1 0.1
H 2.06201 -6.10213 -2.24566 -0.1 -0.1 0.0
H 4.10800 -6.60846 -3.52927 0.0 -0.1 0.0
H 5.39734 -4.77995 -4.56728 0.1 0.0 0.0
H 4.65340 -2.44159 -4.31478 0.0 0.0 0.0
C 3.66483 3.37826 -0.55811 0.1 -0.1 0.0
C 2.22547 3.06446 -0.71155 -0.3 0.1 -0.1
C 1.22284 3.67949 -1.44774 0.2 -0.2 0.1
C 0.07337 2.90807 -1.26021 0.4 0.1 0.1
N 0.36583 1.88864 -0.45187 -0.6 0.1 -0.2
N 1.66143 2.00355 -0.12508 0.1 -0.1 0.2
C -1.29110 3.11177 -1.80147 -0.1 0.0 0.0
H 3.87019 4.40079 -0.86053 0.0 0.0 0.0
H 4.25580 2.70105 -1.17670 0.0 0.0 0.0
H 3.97668 3.23590 0.47453 0.1 0.1 0.1
H 1.31701 4.56147 -2.04653 0.0 0.2 -0.1
H 2.09241 1.28702 0.44856 0.0 0.1 -0.3
H -1.25016 3.42888 -2.84279 0.0 -0.1 0.0
H -1.80795 3.88771 -1.23591 -0.1 0.0 0.0
H -1.86759 2.19322 -1.71039 -0.2 0.1 -0.2
C -2.27477 2.69514 2.53993 -0.3 0.1 0.1
O -1.67305 1.82363 1.58431 0.0 0.6 0.6
C -2.47387 1.21894 0.62022 0.3 0.3 0.0
O -3.64817 1.46610 0.56333 0.2 -0.4 -0.3
H -1.60783 3.54190 2.70707 0.0 -0.1 0.0
H -2.43638 2.15717 3.47680 0.0 0.0 -0.1
H -3.23470 3.02623 2.13576 0.1 0.1 0.2
```
Positions in Å, forces in eV/Å.

- Frontier orbital gap: 0.2932 Eh
- ΔE to the lowest compared entry with this formula, charge and spin: 34.3 kcal/mol

Okay, here come the Löwdin numbers, in e, for every atom: Al -0.006; O -0.212; Cl 0.730; O -0.208; O -0.244; O -0.213; Se 0.392; P 0.560; C -0.343; C -0.072; C -0.082; C -0.080; C -0.067; C -0.127; C -0.347; C -0.108; C -0.066; C -0.068; C -0.084; C -0.117; C -0.359; C -0.340; N 0.065; N -0.012; N 0.089; P 0.547; Se 0.354; C -0.368; C -0.115; C -0.077; C -0.091; C -0.111; C -0.135; C -0.356; C -0.098; C -0.084; C -0.075; C -0.066; C -0.089; H 0.098; H 0.103; H 0.103; H 0.106; H 0.078; H 0.067; H 0.106; H 0.107; H 0.110; H 0.119; H 0.075; H 0.106; H 0.107; H 0.108; H 0.087; H 0.111; H 0.111; H 0.107; H 0.107; H 0.110; C -0.010; C -0.291; C 0.035; C -0.278; N 0.057; N 0.083; C 0.007; H 0.086; H 0.069; H 0.089; H 0.117; H 0.113; H 0.094; H 0.100; H 0.062; C -0.045; O -0.173; C -0.389; O 0.057; H 0.091; H 0.095; H 0.086

***

The following is a quantum chemistry calculation of a 4-piece molecular cluster, CH9O3S overall in a non-equilibrium geometry, from OMol25.

Structure (XYZ):
```
14
Properties=species:S:1:pos:R:3:forces:R:3
C 3.25004 -0.77769 0.80182 -0.3 0.6 -1.1
S 2.19849 -2.04677 1.56960 0.0 -0.1 0.0
H 4.21711 -1.12223 0.41636 0.2 -0.1 0.8
H 3.31375 0.11822 1.42754 0.5 -0.3 0.2
H 2.82536 -0.35328 -0.12453 -0.4 -0.3 0.2
H -0.01112 0.37515 0.17353 -0.7 0.3 -0.8
H 0.76874 -0.38960 1.13107 0.5 0.5 0.6
O 0.52024 0.55838 0.93652 0.1 -0.7 0.3
H 0.39696 -2.93194 0.35477 0.3 0.2 0.0
H 0.24002 -2.92576 -1.15158 0.1 0.0 0.1
O -0.23504 -3.17015 -0.35126 -0.3 -0.1 -0.2
H -5.14744 4.54985 -1.99488 -0.2 -0.2 0.1
H -6.30729 3.59529 -1.58497 0.3 0.2 -0.1
O -6.02982 4.52052 -1.60398 -0.1 0.0 0.0
```
Positions in Å, forces in eV/Å.

- Frontier orbital gap: 0.2044 Eh
- Total charge: -1
- ΔE to the lowest compared entry with this formula, charge and spin: 20.4 kcal/mol

Okay, here come the natural (NBO) numbers, in e, for every atom: C -0.742; S -0.698; H 0.174; H 0.189; H 0.178; H 0.444; H 0.490; O -0.993; H 0.501; H 0.453; O -0.996; H 0.473; H 0.472; O -0.945

***

The following is a quantum chemistry calculation of a 2-piece molecular cluster, C7H18N overall in a non-equilibrium geometry, from OMol25.

Structure (XYZ):
```
26
Properties=species:S:1:pos:R:3:forces:R:3
C -1.99380 0.24332 -0.71219 0.3 -0.7 -0.5
C -0.61012 0.23902 -1.35141 -0.3 -0.6 -0.2
C -0.65096 0.33784 -2.86905 1.2 -0.3 -0.1
N 0.12112 1.45725 -0.82778 -0.4 0.0 0.9
H -1.91618 0.21557 0.36626 -0.2 0.1 0.3
H -2.55961 1.11442 -1.03596 -0.1 0.1 0.0
H -2.53487 -0.65745 -1.04457 0.1 0.4 0.2
H 0.00249 -0.62378 -1.00985 -0.4 0.5 -0.4
H -1.18315 1.23217 -3.15878 -0.2 0.2 -0.2
H -1.14120 -0.53315 -3.30413 -0.1 0.1 0.1
H 0.37977 0.37278 -3.30635 -0.8 0.0 0.3
H 0.40586 1.31316 0.15926 -0.3 0.4 -0.7
H 0.94391 1.62542 -1.38073 0.6 0.4 -0.4
H -0.50012 2.27909 -0.85489 0.3 -0.1 -0.1
C -0.14040 -0.31136 2.55344 0.5 -0.7 -1.8
C 1.05687 -0.54245 1.63240 -3.4 -4.1 1.3
C 2.02303 0.39279 1.47224 2.8 1.7 -0.2
C 1.15760 -1.91735 0.98351 0.8 0.7 -0.5
H -1.04336 -0.79129 2.11676 0.5 0.1 0.4
H -0.32230 0.73133 2.70323 -0.1 0.7 0.4
H 0.02381 -0.81387 3.51778 0.2 0.0 0.0
H 2.90817 0.19049 0.85603 -0.3 0.1 0.1
H 2.01328 1.31688 2.04101 0.0 0.1 0.0
H 1.96380 -1.94247 0.19268 -0.8 0.0 0.9
H 0.19130 -2.20823 0.51529 0.4 0.1 0.5
H 1.40505 -2.72012 1.74581 -0.3 0.8 -0.5
```
Positions in Å, forces in eV/Å.

- Frontier orbital gap (spin up / spin down): 0.4233 / 0.2650 Eh
- <S²>: 0.753
- Total charge: +2
- ΔE to the lowest compared entry with this formula, charge and spin: 0.0 kcal/mol
- 2S+1: 2

Okay, here come the natural (NBO) numbers, in e, for every atom: C -0.643; C -0.034; C -0.644; N -0.674; H 0.204; H 0.245; H 0.275; H 0.204; H 0.238; H 0.276; H 0.235; H 0.412; H 0.449; H 0.460; C -0.719; C 0.313; C -0.112; C -0.736; H 0.280; H 0.251; H 0.339; H 0.246; H 0.242; H 0.262; H 0.286; H 0.346

***

The following is a quantum chemistry calculation of one molecule with the formula F2H2O4Si in a non-equilibrium geometry, from OMol25.

Structure (XYZ):
```
9
Properties=species:S:1:pos:R:3:forces:R:3
O -1.16585 -0.00784 0.89666 -0.3 1.7 -0.5
Si 0.27549 -0.17862 0.16984 -2.0 2.9 -2.1
O 1.55090 0.51420 0.89535 -0.5 -2.4 -3.4
O -0.10288 0.65886 -1.64579 3.0 -2.8 2.3
F -1.15479 1.51289 -1.88032 -1.3 0.7 0.8
O 0.71446 -1.73186 -0.04751 0.9 -1.1 -0.1
F -0.15730 -2.66696 -0.64918 0.0 1.0 0.2
H -1.55409 0.87746 0.61147 0.3 -1.7 0.5
H 1.59406 1.02187 1.64947 -0.2 1.6 2.5
```
Positions in Å, forces in eV/Å.

- Frontier orbital gap: 0.3799 Eh
- ΔE to the lowest compared entry with this formula, charge and spin: 70.8 kcal/mol
- SMILES: O[Si](O)(OF)OF

Okay, here come the natural (NBO) numbers, in e, for every atom: O -1.098; Si 2.359; O -1.094; O -0.466; F -0.161; O -0.499; F -0.084; H 0.520; H 0.524

***

The following is a quantum chemistry calculation of a 2-piece molecular cluster, CHF2NO3 overall in a non-equilibrium geometry, from OMol25.

Structure (XYZ):
```
8
Properties=species:S:1:pos:R:3:forces:R:3
C 0.59844 -0.11965 -1.16561 -1.6 -0.5 0.9
N 0.02421 -0.09158 0.20504 0.1 1.0 1.5
O -0.29508 -1.25752 0.87847 0.1 -0.8 0.6
O -0.14380 0.99676 0.80434 0.4 -0.5 -0.2
O 0.70397 -1.04115 -1.87902 0.2 -0.2 0.5
F -1.66719 1.67428 0.72456 0.5 -0.8 -0.4
F 0.84025 1.11771 -1.45363 0.4 0.6 -0.3
H -0.06081 -1.27886 1.88586 -0.1 1.1 -2.6
```
Positions in Å, forces in eV/Å.

- Frontier orbital gap (spin up / spin down): 0.3496 / 0.3465 Eh
- ΔE to the lowest compared entry with this formula, charge and spin: 93.8 kcal/mol

Okay, here come the natural (NBO) numbers, in e, for every atom: C 0.941; N 0.175; O -0.530; O -0.023; O -0.473; F -0.338; F -0.264; H 0.511